Record 1
Below is the molecule CH4Cl2P2, with properties calculated with the ωB97M-V functional and the def2-TZVPD basis.

```
! wB97M-V def2-TZVPD RIJCOSX def2/J DEFGRID3
* xyz 0 1
Cl 1.431 0.133 1.333
P -0.270 -1.764 0.012
C 0.464 0.046 -0.119
P -1.159 1.641 0.009
H -0.940 -1.727 -1.140
Cl 1.405 0.256 -1.493
H 1.086 -2.197 -0.591
H -0.496 2.532 0.812
H -1.521 1.080 1.177
*
```

The value obtained for the energy is -44721.60070 eV. The value obtained for the frontier orbital gap is 9.35 eV. The SMILES is PC(P)(Cl)Cl. The energy relative to the best compared isomer or geometry (same formula, charge and spin) comes out at 280.07 kJ/mol.

Record 2
Below is a cluster of 2 separate species, C24H47BrI2N4O4P in total, with properties calculated with the ωB97M-V functional and the def2-TZVPD basis.

```
! wB97M-V def2-TZVPD RIJCOSX def2/J DEFGRID3
* xyz -1 1
C 2.017 -0.802 -0.183
C -0.924 -1.854 -2.977
H 1.185 -1.126 -2.875
C -3.886 2.403 0.022
N 1.242 1.739 1.413
C -1.554 3.890 0.112
C 1.755 2.974 -1.906
H -0.633 -0.244 -4.565
H -1.656 -1.866 -0.318
H 1.004 2.040 2.385
H 3.107 0.023 -2.144
H 5.053 -3.241 2.701
H -0.785 -2.530 -3.956
N -1.499 -4.255 0.781
H -4.839 2.504 -0.687
H -1.814 -2.354 -2.410
C -0.830 -0.822 2.772
C 0.766 4.029 -1.138
C -0.450 -4.310 -0.291
Br 3.840 -2.780 -1.882
N 2.092 -3.444 0.111
H -1.154 -0.159 -0.865
H -2.427 -4.640 0.431
H 4.237 -1.540 3.050
C 0.748 -3.185 -0.204
H 3.715 1.103 2.792
H -0.180 0.080 3.221
H 0.986 -2.924 -2.500
C -1.367 -0.377 -3.633
O -4.775 6.611 1.369
H 4.027 -5.316 1.729
I 0.262 -2.594 3.274
O 3.727 0.727 1.862
H 4.985 -1.098 0.525
H 1.816 3.336 -3.040
P 2.132 0.151 1.489
N 3.850 -5.233 0.702
O -6.806 6.787 2.146
C 1.348 1.394 -1.757
H 0.956 4.121 0.029
H 2.831 3.117 -1.455
H 4.006 -6.144 0.203
H -3.635 4.596 -0.798
H -1.146 -4.841 1.583
H 1.917 2.449 1.046
H 3.196 -3.010 2.479
C 0.568 -1.549 -0.590
H 3.322 1.147 -0.654
C 4.225 -2.463 2.332
H -3.197 1.597 -0.480
C -5.715 6.215 2.040
H -1.125 2.739 -1.810
H -2.476 -0.480 1.322
C -0.837 3.806 -1.397
H -1.315 4.668 -2.046
H -1.786 -0.818 3.494
C -1.272 -0.413 1.309
C 0.520 -1.851 -2.241
H 2.050 -5.538 -0.421
H 0.413 1.338 -1.057
C -3.192 3.896 0.056
H 0.988 1.043 -2.840
H 1.735 -5.191 1.403
C 4.393 -2.103 0.742
H -1.235 4.931 0.601
H -1.150 0.525 -2.926
C 2.962 -2.188 -0.118
I -3.392 -0.452 -4.473
H -3.557 4.396 1.076
O -5.722 5.180 2.716
C 2.558 0.430 -1.165
H -3.652 1.422 2.184
C 2.420 -4.853 0.483
H -0.113 -5.418 -0.406
H 1.025 5.109 -1.576
H 5.113 -2.954 0.310
H -1.029 -4.066 -1.315
C -0.845 -1.015 -0.078
H -5.096 2.740 2.047
C -4.487 1.911 1.485
H -1.127 3.065 0.847
H -5.254 1.025 1.261
H -1.158 0.782 1.241
*
```

The value obtained for the energy is -135317.50942 eV. The value obtained for the frontier orbital gap is 1.19 eV. The energy relative to the best compared isomer or geometry (same formula, charge and spin) comes out at 1106.95 kJ/mol.

Record 3
Below is a structure of composition C5H13NO2, with properties calculated with the ωB97M-V functional and the def2-TZVPD basis.

```
! wB97M-V def2-TZVPD RIJCOSX def2/J DEFGRID3
* xyz 0 1
H 1.856 0.782 -1.352
N -0.130 -1.135 -0.214
H -1.624 -1.113 1.730
C -0.259 -0.107 0.836
H -0.906 -1.132 -0.864
H 0.896 0.430 2.261
O -1.587 -0.243 1.308
H 1.089 -2.613 -1.015
H -1.604 2.443 0.788
H -1.711 1.768 -0.849
H 0.879 1.732 0.781
H 0.994 -0.492 -2.096
C -1.017 2.171 -0.101
H 0.254 1.063 -2.161
H 1.404 -2.299 0.683
O 0.564 -0.416 1.932
C 0.846 0.421 -1.518
H -0.619 3.096 -0.530
H -0.044 -3.193 0.232
C 0.613 -2.367 -0.063
C 0.107 1.206 0.211
*
```

The value obtained for the energy is -10977.16050 eV. The value obtained for the frontier orbital gap is 8.16 eV. The energy relative to the best compared isomer or geometry (same formula, charge and spin) comes out at 455.26 kJ/mol.

Record 4
Below is a structure of composition C49H42AuBr2NO2P2S, with properties calculated with the ωB97M-V functional and the def2-TZVPD basis.

```
! wB97M-V def2-TZVPD RIJCOSX def2/J DEFGRID3
* xyz 2 3
C -13.850 0.775 22.837
C -9.164 -1.360 21.950
C -13.851 -5.155 13.676
C -14.718 0.371 20.611
C -17.319 -5.267 15.179
H -15.316 1.320 24.302
Br -18.659 -3.949 17.245
C -15.872 0.668 17.963
C -8.074 -0.213 17.698
H -7.246 0.469 17.767
C -10.974 -6.514 18.351
C -10.285 0.328 12.975
C -10.474 -0.046 14.300
H -13.753 -2.367 21.278
C -18.135 0.137 17.363
H -12.086 -8.690 16.043
C -12.822 0.475 14.074
P -14.372 0.173 18.827
C -11.747 0.025 14.856
C -10.200 -2.042 17.600
C -16.005 1.891 17.314
Au -13.659 -1.679 17.404
H -19.004 -0.512 17.401
C -16.223 0.940 22.414
S -13.351 -4.270 20.073
C -12.423 1.478 17.214
H -11.776 -1.355 19.801
C -12.682 -4.512 13.921
H -12.361 1.330 19.346
C -15.138 1.042 23.277
H -11.127 -5.016 20.507
H -6.875 -1.914 18.290
N -13.656 -3.332 15.763
H -10.070 -7.325 16.572
C -10.949 -7.298 17.205
O -12.877 -3.511 18.825
H -13.284 -3.679 22.353
C -11.614 -2.598 21.561
C -8.924 -2.467 17.933
H -8.963 -2.679 23.677
H -9.660 -0.449 14.888
H -13.464 1.133 12.137
H -16.859 0.506 20.423
C -18.273 1.385 16.764
H -17.227 1.165 22.783
C -14.819 -3.961 15.533
C -13.007 -3.149 21.451
H -18.256 -5.830 15.059
C -13.099 1.461 18.575
C -12.625 0.829 12.745
C -16.017 0.584 21.088
C -9.950 -0.979 20.878
C -12.083 -8.057 16.921
C -14.985 -4.883 14.486
H -9.507 1.248 17.141
H -19.226 1.696 16.357
O -15.716 -3.004 17.496
C -16.261 -5.565 14.344
H -13.534 2.440 18.792
H -10.122 -5.860 18.533
C -9.348 0.211 17.364
C -17.189 2.266 16.704
H -13.822 0.528 14.510
H -14.003 -8.773 17.597
H -12.407 -6.001 21.300
H -17.277 3.215 16.214
H -12.988 0.852 23.508
H -8.744 -3.519 18.170
H -15.180 2.610 17.287
C -9.555 -2.387 22.800
H -9.615 -0.181 20.225
H -11.781 -4.719 13.365
C -17.170 -4.363 16.226
H -12.641 0.273 21.167
C -7.866 -1.563 17.980
H -9.296 0.283 12.518
Br -16.452 -6.961 13.077
H -11.055 -2.736 17.631
C -12.067 -6.499 19.202
C -12.618 -3.606 14.985
C -13.151 -7.334 18.960
C -10.792 -2.988 22.611
H -11.693 -3.063 15.220
C -11.367 0.751 12.199
H -13.062 1.870 16.430
C -11.162 -1.626 20.651
H -16.844 -1.202 18.413
H -11.127 -3.730 23.347
H -11.525 2.109 17.228
C -13.163 -8.108 17.787
C -15.894 -3.735 16.516
C -10.417 -0.688 17.317
H -8.203 -0.866 22.060
C -12.086 -5.526 20.359
H -11.170 0.992 11.166
C -16.944 -0.217 17.968
C -13.638 0.475 21.501
H -13.908 -5.885 12.874
H -14.013 -7.343 19.621
P -11.986 -0.187 16.633
*
```

The value obtained for the energy is -230257.13951 eV. The value obtained for the frontier orbital gap (spin up / spin down) is 6.96 / 6.05 eV. The energy relative to the best compared isomer or geometry (same formula, charge and spin) comes out at 0.00 kJ/mol.